Record 1
Computed, not measured: a 16-piece molecular cluster, C5H38O15 overall, with ωB97M-V/def2-TZVPD.

For the HOMO energy, the calculation gives -9.492 eV. As for the LUMO energy: -0.2 eV. The energy comes out at -1341.82727 Eh. The value obtained for the largest force on an atom is 2.94 eV/A.

Geometry (Å):
H -3.4513 -1.0844 -0.4598
O 0.8746 -4.2053 -2.4680
H -1.0026 -2.3397 1.0640
O -1.8249 2.3015 -0.5167
H -0.3478 -0.5551 3.1122
O -4.7165 -0.6902 2.2653
O -0.7619 4.9529 -1.2444
H -2.1004 -2.7613 -0.1508
H -0.3258 -3.3157 -0.1389
H -0.7306 2.3578 0.8355
O 0.1140 2.3888 1.3301
C -0.7768 -1.1432 -0.5970
C -1.0008 0.6776 -3.7425
H -0.6119 1.4998 -4.3391
H 2.1681 -0.9245 -0.9121
O 2.2984 -1.6492 -1.5290
H 0.0196 0.9563 -1.8742
H -4.6985 -0.7095 1.3006
H 2.0471 2.7125 1.6130
H -1.7770 0.1515 -4.2844
H 4.5507 1.9894 -0.5382
H 1.2275 -0.8026 -4.7151
H -1.0523 4.3230 -1.9097
H -1.1624 2.3985 -1.2036
H 2.5835 4.1222 2.0163
H 0.1481 1.5586 1.8395
H 0.8638 -3.0997 3.8149
O 2.8297 3.2038 1.8948
H -4.0184 -0.0695 2.5314
O 0.7497 -2.1486 3.9041
H -1.8089 1.2546 2.9284
H 1.7291 -1.5307 -2.3109
H 0.0287 -0.5731 -0.1386
H -2.2139 -1.0840 -2.1923
H -1.9078 1.3587 -0.3227
H 0.9483 -2.2060 -4.2089
H 1.9319 -2.7261 -0.1908
O 4.0282 0.7222 2.3869
H 4.1204 2.1904 -2.0852
O -4.1859 -0.5247 -0.7174
H 3.4586 0.3519 1.7086
O 4.0244 1.6862 -1.2788
C -1.0424 -2.5000 -0.0302
H -4.8240 -0.9452 -1.2956
H 1.8014 -3.4028 1.1790
O -0.0444 0.3596 3.2422
C -1.3088 -0.6878 -1.7480
H 1.7379 -3.8394 -2.2561
H -2.7982 2.2438 2.6486
O 1.7026 -3.5795 0.2384
O 1.5918 -1.4860 -4.1435
H 0.4710 -4.4622 -1.6381
H 0.0765 -2.0349 4.5866
H 0.7781 0.0501 3.6616
O -2.7723 1.3530 3.0345
H 4.0376 1.6799 2.2317
H -1.3607 4.7767 -0.5098
C -0.7128 0.4224 -2.4728

Record 2
Computed, not measured: a 7-piece molecular cluster, C17H40N4O9 overall, with ωB97M-V/def2-TZVPD.

For the HOMO energy, the calculation gives -5.550 eV. As for the LUMO energy: -1.7 eV. The energy comes out at -1567.53120 Eh. The value obtained for the largest force on an atom is 4.13 eV/A.

Geometry (Å):
H 15.9759 31.2865 17.2457
C 13.2513 34.2057 14.8969
H 22.7170 28.7327 19.0697
H 18.1100 25.4756 21.5381
H 9.3794 27.6959 23.5112
H 11.2420 26.6739 24.7268
O 18.7307 27.3348 16.1834
C 21.4404 27.5942 25.1854
H 18.8453 28.3375 14.4037
N 16.1647 19.7357 19.6324
H 18.7291 26.6652 14.1919
H 12.7629 26.4709 23.8592
O 21.2394 28.6016 24.5086
C 13.6668 19.4283 19.7624
H 21.6249 28.8190 26.8623
H 14.4272 17.0611 20.9418
H 16.3724 32.6461 15.2057
H 15.0788 19.4302 21.3973
C 16.9446 15.8446 20.7935
C 11.8754 27.0976 23.9474
H 10.8885 26.2520 22.3034
H 12.9523 35.1060 13.1495
H 7.2773 28.4605 20.5541
H 7.3829 28.1750 22.2833
C 19.1796 27.4035 14.8553
H 21.7780 27.6469 18.6329
H 22.0485 27.9211 20.2994
N 17.4102 25.2350 20.8507
O 21.2052 26.4510 24.7440
H 23.0736 27.9458 26.6310
C 13.3464 32.8257 16.8919
H 17.6620 15.5769 21.5692
O 15.4317 31.9871 17.6127
C 11.2321 27.2461 22.5894
C 12.6684 33.7632 15.9911
C 7.9126 28.5971 21.4292
O 9.2123 27.9809 21.4066
H 11.6243 33.9527 16.1916
H 23.1552 27.1174 19.1971
C 9.9261 28.0710 22.6461
C 15.0679 19.0337 20.3820
H 15.9018 19.9404 18.6789
H 16.1403 15.1132 20.7141
H 12.1594 28.1174 24.2069
H 20.2537 27.5386 14.7287
H 16.9143 19.0590 19.6482
H 15.1348 17.0819 19.4194
C 21.9924 27.8467 26.5343
H 21.7478 27.0567 27.2444
H 17.5088 25.6137 19.9196
H 13.4578 20.4956 19.6903
N 12.2201 27.4667 21.5588
H 17.2530 24.2388 20.7965
H 17.4459 15.8283 19.8258
O 15.1109 33.9642 13.3391
O 12.5863 35.0100 14.0318
C 14.7722 32.5978 16.5789
C 15.2417 17.5432 20.4011
H 12.7874 19.0647 20.2940
O 16.4627 17.1937 21.0228
H 7.9386 29.6824 21.5274
H 10.1233 29.1132 22.8975
H 11.8226 27.1201 20.6975
C 14.6107 33.7500 14.4281
H 13.6879 18.9396 18.7882
N 22.4423 27.8102 19.3759
O 12.7340 32.2598 17.8485
H 16.5010 25.5268 21.1799
C 15.3718 32.9853 15.4295
H 12.2398 28.4684 21.4308

Record 3
Computed, not measured: a 2-piece molecular cluster, C4H7N3O overall, with ωB97M-V/def2-TZVPD.

For the HOMO energy (spin up / spin down), the calculation gives -5.483 / -5.489 eV. As for the LUMO energy (spin up / spin down): 0.7 / 0.7 eV. The energy comes out at -395.91528 Eh. The value obtained for the largest force on an atom is 4.55 eV/A.

Geometry (Å):
H -1.7331 0.2420 0.5361
H 2.2507 0.9930 -0.8476
C -0.6790 0.3741 0.5795
H 0.4155 -0.8419 -2.0796
N 0.0771 0.4157 -0.5837
H -0.1939 0.6756 -2.7448
O -0.0491 1.1756 1.6131
N -0.9424 -1.8533 1.4362
C 1.2003 1.2870 1.0168
N -1.1337 -2.9564 1.0288
C 1.3223 0.8415 -0.2622
H -1.1824 -0.4501 -1.9408
H -1.0474 -1.6659 2.4674
C -0.2456 -0.0261 -1.8710
H 1.9406 1.7891 1.6519

Record 4
Computed, not measured: BrPd as an isolated structure, with ωB97M-V/def2-TZVPD.

For the HOMO energy (spin up / spin down), the calculation gives -24.187 / -23.484 eV. The charge is +2. The spin multiplicity is 4. As for the LUMO energy (spin up / spin down): -12.1 / -17.3 eV. The energy comes out at -2700.88164 Eh. The value obtained for the largest force on an atom is 0.46 eV/A.

Geometry (Å):
Br 8.1044 -19.8336 -23.9250
Pd 6.6317 -17.6147 -23.4484

Record 5
Computed, not measured: C2H5BO in the gas phase, with ωB97M-V/def2-TZVPD.

For the HOMO energy, the calculation gives -9.800 eV. The SMILES is BCC=O. As for the LUMO energy: 0.2 eV. The energy comes out at -179.21471 Eh. The value obtained for the largest force on an atom is 4.95 eV/A.

Geometry (Å):
B -0.2878 1.3911 -0.0214
H 0.2024 -0.1717 -1.2933
H -0.1722 2.1151 -1.0072
C -0.3055 -0.1404 -0.3681
H -1.2220 -0.4717 -0.7447
H -0.1618 1.6182 1.1106
O 1.6140 -1.4928 0.3255
H -0.1482 -1.6134 1.3831
C 0.4811 -1.2342 0.6155

Molecular weight, record by record: 338.34, 444.53, 113.12, 186.32, 55.87 g/mol